Record 1
Density functional theory data (ωB97M-V with the def2-TZVPD basis set) for a structure of composition C50H42AsN6S5SbTc.

As for the spin multiplicity: 2. For the HOMO energy (alpha / beta), the calculation gives -6.671 / -6.571 eV. The value obtained for the LUMO energy (alpha / beta) is -0.864 / -1.038 eV. The frontier orbital gap (alpha / beta) comes out at 5.81 / 5.53 eV.

Geometry as XYZ:
```
106
Properties=species:S:1:pos:R:3:lowdin_charge:R:1
Tc 0.362 0.223 1.483 0.788
C -2.997 0.652 -4.666 -0.038
C -1.691 1.361 -4.914 -0.210
C -1.345 1.825 -6.178 -0.042
C -0.136 2.463 -6.417 -0.082
C 0.746 2.662 -5.367 -0.078
C 0.418 2.227 -4.090 -0.044
C -0.789 1.568 -3.866 -0.198
N -1.176 1.118 -2.575 0.148
C -0.345 0.741 -1.535 -0.390
N 0.811 0.193 -1.918 0.141
C 1.960 -0.248 -1.180 -0.226
C 1.981 -0.299 0.214 -0.281
C 3.205 -0.768 0.748 -0.160
C 4.285 -1.142 -0.032 -0.086
C 4.198 -1.077 -1.416 -0.063
C 3.031 -0.635 -2.009 -0.223
C 2.912 -0.601 -3.515 -0.039
N -0.719 0.881 -0.287 0.001
C -1.890 1.691 -0.075 -0.267
C -3.066 1.080 0.343 -0.044
C -4.198 1.834 0.621 -0.081
C -4.155 3.214 0.480 -0.082
C -2.984 3.821 0.048 -0.043
C -1.838 3.083 -0.247 -0.213
C -0.614 3.782 -0.781 -0.020
H -3.520 0.470 -5.604 0.079
H -3.668 1.238 -4.028 0.085
H -2.837 -0.308 -4.169 0.081
H -2.039 1.668 -6.997 0.112
H 0.110 2.810 -7.413 0.104
H 1.690 3.167 -5.532 0.108
H 1.094 2.411 -3.265 0.116
H -2.131 1.288 -2.307 0.131
H 0.886 0.081 -2.914 0.097
H 3.315 -0.849 1.821 0.034
H 5.194 -1.496 0.442 0.104
H 5.031 -1.382 -2.040 0.106
H 3.839 -0.941 -3.973 0.081
H 2.709 0.403 -3.902 0.071
H 2.114 -1.265 -3.874 0.079
H -3.076 0.002 0.470 0.095
H -5.105 1.341 0.951 0.107
H -5.029 3.816 0.700 0.104
H -2.951 4.899 -0.074 0.114
H -0.525 4.784 -0.356 0.087
H -0.676 3.894 -1.867 0.083
H 0.300 3.236 -0.560 0.062
N 0.560 4.236 2.695 0.203
C 1.757 4.348 1.997 -0.178
C 2.629 5.417 1.819 -0.014
C 3.738 5.177 1.032 -0.080
C 3.966 3.917 0.449 -0.067
C 3.095 2.862 0.634 0.016
C 1.968 3.097 1.423 -0.197
N 0.917 2.250 1.782 0.022
C 0.123 2.969 2.537 -0.315
C -1.076 2.367 3.114 -0.362
C -2.017 2.885 3.932 -0.324
S -3.122 1.664 4.360 1.073
C -2.291 0.542 3.396 -0.438
N -1.242 1.028 2.799 -0.123
H 0.147 4.931 3.291 0.168
H 2.451 6.384 2.273 0.111
H 4.451 5.975 0.866 0.104
H 4.857 3.764 -0.148 0.106
H 3.279 1.887 0.205 0.098
H -2.093 3.884 4.336 0.086
H -2.620 -0.485 3.288 0.081
S 4.762 0.402 5.892 -0.260
Sb 2.684 -0.127 6.721 0.162
S 1.427 -0.424 3.430 0.116
S 1.212 0.968 4.899 -0.074
S 2.112 -2.309 6.578 -0.256
C -4.820 -3.449 1.806 -0.089
C -3.910 -3.499 2.853 -0.080
C -2.582 -3.143 2.639 -0.115
C -2.152 -2.736 1.378 -0.351
C -3.070 -2.688 0.333 -0.122
C -4.397 -3.045 0.545 -0.084
As -0.291 -2.164 1.132 1.289
C 0.599 -3.601 2.074 -0.300
C 0.833 -3.715 3.434 -0.139
C 1.500 -4.837 3.915 -0.074
C 1.933 -5.819 3.034 -0.066
C 1.710 -5.693 1.669 -0.024
C 1.039 -4.581 1.180 -0.188
C 0.753 -4.313 -0.251 -0.177
C 1.087 -5.151 -1.310 -0.017
C 0.762 -4.790 -2.610 -0.073
C 0.098 -3.594 -2.864 -0.085
C -0.237 -2.754 -1.810 -0.110
C 0.092 -3.115 -0.514 -0.283
H -5.852 -3.739 1.968 0.102
H -4.228 -3.827 3.836 0.106
H -1.876 -3.206 3.459 0.099
H -2.754 -2.384 -0.659 0.091
H -5.101 -3.012 -0.278 0.103
H 0.536 -2.941 4.129 0.029
H 1.702 -4.918 4.976 0.084
H 2.465 -6.684 3.412 0.105
H 2.067 -6.462 0.992 0.105
H 1.602 -6.087 -1.125 0.107
H 1.027 -5.446 -3.430 0.103
H -0.156 -3.317 -3.881 0.101
H -0.746 -1.820 -2.010 0.084
```

***

Record 2
Density functional theory data (ωB97M-V with the def2-TZVPD basis set) for a structure of composition C50H42BaN6.

For the HOMO energy, the calculation gives -6.341 eV. The value obtained for the LUMO energy is -0.728 eV. The frontier orbital gap comes out at 5.61 eV.

Geometry as XYZ:
```
99
Properties=species:S:1:pos:R:3:lowdin_charge:R:1
Ba 0.716 1.397 -1.173 1.971
C 7.089 1.406 3.627 -0.095
C 6.242 0.318 3.800 -0.080
C 5.052 0.245 3.093 -0.039
C 4.687 1.254 2.203 -0.217
C 5.540 2.342 2.043 -0.038
C 6.734 2.418 2.748 -0.082
C 3.399 1.161 1.454 -0.055
C 2.428 2.144 1.765 -0.250
C 2.501 3.120 2.846 -0.001
C 1.328 3.798 2.854 0.003
C 0.506 3.249 1.781 -0.248
C -0.852 3.565 1.522 -0.062
C -1.412 4.671 2.366 -0.235
C -1.307 6.004 1.993 -0.030
C -1.828 7.006 2.802 -0.084
C -2.459 6.684 3.993 -0.096
C -2.567 5.352 4.376 -0.080
C -2.047 4.354 3.567 -0.037
C -1.791 2.915 0.681 -0.245
N -1.540 1.873 -0.148 -0.113
C -2.699 1.392 -0.652 -0.257
C -2.837 0.245 -1.470 -0.067
C -4.201 -0.019 -2.015 -0.212
C -4.882 -1.194 -1.698 -0.037
C -6.143 -1.444 -2.217 -0.077
C -6.749 -0.520 -3.057 -0.093
C -6.088 0.660 -3.368 -0.082
C -4.826 0.908 -2.847 -0.051
C -1.843 -0.712 -1.823 -0.255
C -2.004 -1.839 -2.735 -0.019
C -0.805 -2.469 -2.815 -0.016
C 0.121 -1.748 -1.952 -0.267
N -0.566 -0.727 -1.382 -0.113
C 1.496 -2.040 -1.747 -0.065
C 2.433 -1.391 -0.896 -0.259
C 3.808 -1.800 -0.640 -0.003
C 4.334 -0.916 0.245 -0.005
C 3.295 0.057 0.560 -0.249
N 2.191 -0.294 -0.139 -0.141
C 2.022 -3.236 -2.472 -0.218
C 2.973 -3.106 -3.480 -0.051
C 3.450 -4.222 -4.154 -0.084
C 2.982 -5.486 -3.828 -0.093
C 2.036 -5.628 -2.821 -0.078
C 1.560 -4.512 -2.150 -0.034
C -3.786 2.214 -0.136 -0.003
C -3.230 3.146 0.677 0.002
N 1.225 2.286 1.165 -0.107
H 8.019 1.464 4.177 0.099
H 6.508 -0.472 4.490 0.102
H 4.387 -0.599 3.230 0.124
H 5.264 3.134 1.357 0.120
H 7.389 3.268 2.608 0.101
H 3.321 3.248 3.536 0.108
H 1.033 4.571 3.547 0.109
H -0.812 6.257 1.063 0.118
H -1.740 8.042 2.500 0.100
H -2.864 7.464 4.624 0.099
H -3.056 5.091 5.306 0.101
H -2.124 3.314 3.857 0.126
H -4.408 -1.909 -1.037 0.123
H -6.656 -2.361 -1.957 0.102
H -7.734 -0.714 -3.461 0.099
H -6.557 1.390 -4.016 0.101
H -4.317 1.836 -3.081 0.111
H -2.908 -2.114 -3.254 0.105
H -0.574 -3.339 -3.409 0.108
H 4.306 -2.657 -1.065 0.107
H 5.336 -0.931 0.643 0.107
H 3.342 -2.119 -3.734 0.118
H 4.190 -4.104 -4.936 0.101
H 3.354 -6.356 -4.352 0.099
H 1.669 -6.611 -2.554 0.102
H 0.827 -4.619 -1.360 0.124
H -4.836 2.070 -0.333 0.108
H -3.753 3.897 1.248 0.109
C 0.742 -1.382 -6.137 -0.062
C 0.780 0.064 -6.625 -0.207
N -0.242 0.930 -6.051 -0.089
C -1.560 0.932 -6.683 -0.202
C -2.515 -0.135 -6.153 -0.058
C -0.077 1.404 -4.778 -0.450
C -1.139 2.331 -4.244 -0.015
N 0.941 1.149 -4.030 0.011
H 1.636 -1.916 -6.463 0.078
H -0.125 -1.911 -6.530 0.068
H 0.692 -1.438 -5.048 0.054
H 0.657 0.104 -7.709 0.117
H 1.755 0.513 -6.422 0.115
H -1.394 0.792 -7.752 0.117
H -2.003 1.921 -6.579 0.104
H -2.263 -1.125 -6.530 0.066
H -3.540 0.090 -6.453 0.079
H -2.490 -0.185 -5.063 0.055
H -1.395 3.105 -4.967 0.088
H -0.785 2.836 -3.346 0.051
H -2.049 1.784 -3.994 0.069
H 1.573 0.486 -4.466 0.027
```

***

| no. | E (eV) |
| --- | --- |
| 1 | -185227.36996 |
| 2 | -62168.32898 |